Record 1
18
Properties=species:S:1:pos:R:3:forces:R:3 method="wB97M-V/def2-TZVPD" homo_lumo_gap_ev=9.0 e_homo_ev=-8.8 charge=0 relative_energy_kj_mol=329.3 e_lumo_ev=0.17
H -2.33100 2.20732 0.27592 -0.0560 0.0674 0.0485
N -1.37702 2.18220 -0.09009 -0.9942 -0.9789 -1.0070
C -1.05499 0.99150 -0.41109 1.5604 -1.1504 3.7172
C -1.47740 -0.53606 0.46109 -4.0687 2.0899 -2.4322
C -1.52379 -1.74277 -0.42207 0.6635 -0.7143 0.4406
O -2.25515 -0.42359 1.38422 2.0058 0.1677 -0.0856
C 0.43599 0.76478 -0.39338 -0.0720 -0.8178 1.7182
N 1.18716 1.86654 -0.22954 0.2484 0.0310 -0.9780
N 0.72062 -0.43249 0.02200 0.3512 1.0037 -1.4494
C 2.08644 -0.74880 0.37374 -0.2564 0.1774 -0.0056
H -1.11859 -1.55358 -1.41133 -0.0500 0.0584 0.0457
H -0.89446 -2.48845 0.06345 -0.0867 -0.2623 -0.2015
H -2.54671 -2.11345 -0.45212 -0.0610 0.0846 -0.0512
H 2.18982 1.80610 -0.27324 -0.1128 0.3834 0.0962
H 0.63858 2.72201 -0.25902 0.5954 0.0437 -0.1783
H 2.11196 -1.81251 0.60003 0.3454 0.0717 0.1277
H 2.76618 -0.53426 -0.45845 0.0068 -0.1851 -0.0421
H 2.44233 -0.15447 1.21987 -0.0191 -0.0702 0.2368

Record 2
14
Properties=species:S:1:pos:R:3:forces:R:3 method="wB97M-V/def2-TZVPD" homo_lumo_gap_ev=11.0 e_homo_ev=-14.2 charge=+1 relative_energy_kj_mol=125.5 e_lumo_ev=-3.24
N 0.88350 -1.13736 -1.31615 -0.7838 -0.2555 -1.7582
H 0.09793 -0.46607 -1.71393 1.2768 -1.7773 1.5532
H 1.14161 -0.85535 -0.25644 -0.8430 -0.0094 -0.9645
H 1.56890 -1.22277 -2.08583 0.1637 0.4070 0.8002
H 0.58306 -2.13315 -1.18512 -0.4717 1.2098 -0.2891
N 0.60074 -0.36077 1.10104 -0.7287 1.3533 0.6771
C -0.30347 0.92428 0.73306 0.8040 0.7298 0.9000
N -1.34699 0.77373 -0.35525 -0.7456 0.4412 0.4068
H 1.57249 -0.15896 1.43191 -1.0968 0.8744 -0.4296
H 0.21265 -0.76622 1.96853 -0.1100 -0.1013 -0.9367
H 0.41904 1.75262 0.48559 -0.7678 -1.0440 -0.3478
H -0.72670 1.29109 1.68747 -0.0308 -0.5771 -0.4064
H -2.27684 0.37228 -0.05335 1.7780 -0.0324 0.2051
H -1.73201 1.71170 -0.68470 1.5555 -1.2184 0.5897

Record 3
13
Properties=species:S:1:pos:R:3:forces:R:3 method="wB97M-V/def2-TZVPD" homo_lumo_gap_ev=8.1 e_homo_ev=-7.5 charge=0 relative_energy_kj_mol=340.5 e_lumo_ev=0.62
H 1.51476 0.30327 -2.20805 0.0289 0.0392 0.1109
N 0.95095 0.17505 -1.37322 0.2345 0.0433 0.2349
C 1.63553 0.37693 -0.32045 -0.0758 0.0497 -0.3255
O 1.15677 0.25189 0.92172 -0.1152 0.0703 -0.0383
C 0.16335 -0.73005 1.20419 0.0068 -0.4666 -0.1649
C -0.97367 -0.88562 0.46563 -0.0972 -0.0977 0.2421
N -1.41256 0.56926 -0.06781 0.0330 0.0269 -0.0316
O -1.79391 -1.75906 0.24761 0.0388 0.2600 0.1900
H 2.67786 0.70770 -0.31157 -0.1337 0.0349 0.0890
H 0.52432 -1.50907 1.85165 0.1317 -0.1441 -0.1457
H -2.42111 0.54626 -0.21763 0.2235 -0.0040 0.0555
H -0.87675 0.80211 -0.91852 -0.0278 -0.1654 0.2010
H -1.14553 1.15133 0.72645 -0.2472 0.3536 -0.4175

Record 4
20
Properties=species:S:1:pos:R:3:forces:R:3 method="wB97M-V/def2-TZVPD" homo_lumo_gap_ev=11.0 e_homo_ev=-13.8 charge=+1 relative_energy_kj_mol=209.2 e_lumo_ev=-2.79
C 0.02332 1.05421 -1.91629 1.8287 1.1406 -1.2234
N -0.10662 1.03668 -0.44909 -0.5247 -2.4763 -0.3526
C 0.31378 -0.15877 0.10994 -0.8756 3.0656 0.4965
N -0.12419 -0.50503 1.32273 0.8045 -1.1222 -0.5460
H 0.98238 1.68316 -2.09474 -1.1717 -1.7630 -0.4089
H -0.71776 1.69746 -2.40337 -0.2798 -0.2743 0.5455
H -0.06313 0.02747 -2.43991 0.5974 1.7851 1.0611
H -0.92532 1.59457 -0.14109 0.8056 -1.1008 0.6651
H 1.11772 -0.70694 -0.46245 -1.3141 1.0963 1.4022
H -0.83775 -0.00449 1.82397 -0.2897 0.3126 -0.4860
H 0.10426 -1.42146 1.73636 0.2857 1.0778 -0.5865
H -2.13871 1.90137 2.47040 -0.9038 -1.0026 -3.1111
H -3.18438 1.99421 1.22415 1.3835 -0.8331 0.6963
O -2.35018 1.51758 1.51264 -0.4951 1.9667 2.4893
H -0.33953 -2.91300 -0.50901 0.0341 1.0161 -0.8850
H -0.37396 -2.17074 -1.94956 0.3550 -0.0505 2.5941
O -0.19569 -2.03341 -0.94737 -1.2034 -2.5683 -2.6553
H 3.16727 -1.68584 1.30782 -1.6850 3.6448 -1.3570
H 3.07857 -0.04618 0.84508 0.5493 -0.5983 0.3303
O 2.56992 -0.86084 0.95980 2.0992 -3.3162 1.3313

Record 5
81
Properties=species:S:1:pos:R:3:forces:R:3 method="wB97M-V/def2-TZVPD" homo_lumo_gap_ev="6.7 / 6.7" e_homo_ev="-7.4 / -7.5" charge=0 multiplicity=2 e_lumo_ev="-0.77 / -0.77"
Ce 0.51793 0.62080 0.91434 0.0963 0.4341 -0.3555
S 3.10813 1.02550 2.36484 0.0620 -0.1203 0.5437
C 3.48433 1.44030 0.78254 0.2830 0.0231 -0.0923
N 2.68433 1.19370 -0.24146 0.3249 0.0859 0.2187
C 3.25573 1.52700 -1.43686 0.4644 0.3236 -0.6206
C 2.69383 1.31340 -2.69526 0.0028 -0.0888 0.2656
C 3.37883 1.73520 -3.81856 -0.0832 0.0098 -0.1196
C 4.61393 2.36480 -3.70896 0.0848 0.0730 -0.1483
C 5.20573 2.55340 -2.47246 -0.0068 0.0018 0.0191
C 4.53153 2.12360 -1.34506 -0.2448 -0.1009 0.1574
S 5.02553 2.18960 0.32564 -0.4654 -0.1217 -0.1025
H 1.74153 0.80470 -2.76476 0.0213 -0.0841 -0.0683
H 2.95153 1.57040 -4.79816 -0.0275 -0.0108 -0.0413
H 5.12393 2.70320 -4.59906 0.0419 -0.0135 -0.0615
H 6.17343 3.02160 -2.38646 0.1246 0.0596 -0.0219
N -2.78457 -8.56670 -3.65466 -0.1270 -0.3512 -0.1658
C -2.41877 -7.58440 -3.19116 -0.1598 -0.4862 -0.2222
C -1.97287 -6.37130 -2.62046 0.2645 0.8203 0.3471
C -1.38107 -6.36830 -1.35656 -0.0810 -0.0752 -0.1819
C -0.95367 -5.17660 -0.81026 -0.0698 0.1456 -0.0086
C -1.13217 -3.97440 -1.49506 -0.1049 -0.2874 -0.1615
C -1.72457 -3.98680 -2.75466 0.0491 0.0908 0.1256
C -2.13557 -5.17600 -3.32226 -0.0112 -0.1878 0.0553
C -0.69217 -2.71390 -0.85786 0.3466 0.2832 0.2136
C -1.69657 -1.81250 -0.47776 -0.1072 -0.1342 -0.1013
C -3.10157 -2.01130 -0.60636 0.4155 0.0138 0.0650
C -3.70587 -0.93390 -0.00776 -0.0843 0.1454 0.0253
C -2.66297 -0.11030 0.45654 0.0654 0.0706 0.0142
N -1.46507 -0.61570 0.17844 -0.3625 -0.4003 -0.1149
C 0.68393 -2.60040 -0.63106 -0.2490 -0.2394 -0.1137
C 1.67853 -3.50590 -1.11116 -0.1353 0.1719 0.0604
C 2.88333 -3.04980 -0.64666 0.0190 -0.0236 -0.0038
C 2.59583 -1.89770 0.11514 0.0721 -0.0793 0.0675
N 1.29883 -1.60800 0.12134 0.2146 -0.5117 0.0074
H -1.26417 -7.29870 -0.81816 0.0141 -0.0032 -0.0009
H -0.48847 -5.16420 0.16404 0.0394 0.0191 0.0799
H -1.85777 -3.05650 -3.28726 -0.0017 0.0688 -0.0314
H -2.58797 -5.19130 -4.30326 -0.0178 -0.0038 -0.0335
H -3.57527 -2.85070 -1.07626 -0.1162 -0.1782 -0.0300
H -4.75727 -0.75090 0.10024 -0.1892 0.0520 0.0139
H -2.75717 0.82920 0.98864 -0.0078 0.0281 0.0158
H 1.50023 -4.36600 -1.72806 -0.0152 -0.1168 -0.1190
H 3.85533 -3.47050 -0.82066 0.1537 -0.0728 0.0092
H 3.30823 -1.31520 0.68364 -0.0668 0.1101 -0.0292
S -1.95927 0.53170 5.27564 0.1765 -0.1215 -0.3894
C -1.92537 -1.12460 4.74534 0.2832 0.1977 -0.3357
C -2.49097 -2.24770 5.32594 -0.0023 -0.0503 0.0177
C -2.29897 -3.46730 4.70674 -0.0425 -0.0064 0.0636
C -1.55827 -3.56820 3.52964 0.0470 -0.0594 -0.0550
C -0.98867 -2.45590 2.94934 0.0723 0.2215 -0.0524
C -1.16967 -1.21540 3.55994 -0.5439 -0.7193 0.5920
N -0.65557 -0.02990 3.11644 0.1691 0.6879 0.0532
C -0.97097 0.97470 3.88834 -0.2296 -0.5356 0.3434
C -0.52267 2.33050 3.65234 0.3193 0.8285 -0.6468
C -0.66277 3.27720 4.67314 -0.0335 -0.2826 -0.0469
C -0.15697 4.54850 4.51684 -0.0296 0.1055 0.0774
C 0.48513 4.87290 3.33214 0.0137 -0.0261 -0.1323
C 0.58693 3.93620 2.31344 -0.1537 -0.2627 -0.3307
C 0.08213 2.62360 2.38754 -0.2978 0.5519 1.3144
H -3.05617 -2.17250 6.24074 -0.0876 -0.0074 0.1149
H -2.71927 -4.35840 5.14704 -0.0670 -0.0733 0.0346
H -1.42517 -4.53920 3.07534 0.0197 -0.0571 -0.0565
H -0.39857 -2.50780 2.04274 -0.0067 -0.1256 -0.0091
H -1.15147 2.99730 5.59844 0.0139 0.0736 0.1125
H -0.24807 5.27880 5.30814 -0.0156 0.0196 0.0575
H 0.90503 5.86180 3.20344 0.0409 0.0636 -0.0119
H 1.09893 4.24910 1.40244 0.0057 0.0066 0.0383
O -0.22047 1.91470 -0.97896 -0.0389 -0.5069 0.5630
S -0.16047 2.66210 -2.26696 -0.3316 1.5234 -0.2998
C -1.65647 3.73400 -2.30756 0.2083 -0.3231 -0.2813
C -1.17357 5.00930 -2.96456 0.0994 0.0664 0.0695
C 0.09533 5.40880 -2.20936 -0.1062 0.1348 -0.0762
C 0.90953 4.14280 -1.95786 0.0375 -0.2275 -0.2192
H -1.96797 3.88710 -1.27736 0.0639 -0.0752 0.1809
H -2.44257 3.22770 -2.86296 -0.0039 -0.0962 0.0365
H -1.92317 5.79860 -2.91856 -0.0619 -0.0634 -0.0781
H -0.94837 4.81140 -4.01416 -0.0080 0.0896 -0.0824
H -0.18567 5.86830 -1.26006 0.0400 -0.0149 -0.0152
H 0.67383 6.13720 -2.77776 0.0066 0.0106 0.0869
H 1.25193 4.05660 -0.92776 -0.0052 -0.1992 0.0160
H 1.77013 4.05710 -2.61856 0.0231 -0.0863 -0.0089

Record 6
12
Properties=species:S:1:pos:R:3:forces:R:3 method="wB97M-V/def2-TZVPD" homo_lumo_gap_ev=5.4 e_homo_ev=-10.5 charge=0 relative_energy_kj_mol=649.6 e_lumo_ev=-5.06
O 3.13956 -0.09525 0.17978 0.8546 1.3404 0.3859
C 2.01064 0.38161 -0.12985 1.1162 -2.8143 -0.6220
N 1.07085 -0.61577 -0.18366 -0.6202 0.6803 -0.5135
C -0.33280 -0.24493 -0.12379 -0.6156 -1.2238 -0.1937
O -0.49986 0.96491 0.03175 0.7108 1.1431 0.5358
O -1.09062 -1.18339 -0.30134 -0.0730 -0.3022 -0.1679
H 1.95342 1.05192 -1.02334 -0.1544 0.5391 0.2346
H 1.39383 -1.53019 -0.46647 -0.2051 -0.3285 0.1231
H 1.48061 1.06381 0.64585 -0.8520 0.8176 0.0949
H -2.63412 0.69986 0.42145 0.1458 0.6382 0.1653
H -3.12297 -0.64936 0.23723 -0.2908 -0.1451 0.2419
O -3.36853 0.15676 0.71240 -0.0161 -0.3447 -0.2842